Record 1
C31H21Br3N4O5S3W | wB97M-V/def2-TZVPD

Results
total energy: -10772.47698 Eh
Kohn-Sham gap: 0.219 Ha
spin multiplicity: 1
HOMO: -13.31 eV
energy above the lowest of the compared OMol25 structures with the same formula, charge and spin: 0.000 eV
total charge: +2

The geometry in XYZ format:
```
68
C31H21Br3N4O5S3W, DFT wB97M-V/def2-TZVPD
W -0.668 0.191 0.095
O 1.246 2.235 4.907
C 2.189 1.350 4.515
C 3.324 1.113 5.286
C 4.278 0.209 4.868
C 4.124 -0.483 3.667
C 3.006 -0.252 2.901
C 2.018 0.661 3.304
C 0.862 0.866 2.443
O 0.865 0.223 1.268
N -0.151 1.609 2.706
N -1.037 1.596 1.630
C -1.921 2.591 1.756
S -3.165 2.903 0.630
C -3.513 4.572 1.261
C -3.307 4.545 2.758
S -1.769 3.645 3.102
H 1.512 2.632 5.745
H 3.451 1.650 6.219
H 5.152 0.041 5.483
H 4.873 -1.190 3.342
H 2.874 -0.778 1.966
H -4.540 4.815 0.991
H -2.836 5.267 0.764
H -4.123 4.035 3.271
H -3.201 5.548 3.167
Br -0.336 -3.975 -2.677
C -0.925 -3.851 -0.909
C -1.425 -4.994 -0.243
C -1.846 -4.926 1.058
Br -2.480 -6.475 1.899
C -1.810 -3.694 1.772
C -2.216 -3.487 3.106
C -2.137 -2.231 3.651
C -1.674 -1.160 2.877
N -1.266 -1.326 1.627
C -1.327 -2.577 1.083
C -0.876 -2.663 -0.238
O -0.395 -1.496 -0.730
H -1.462 -5.933 -0.778
H -2.591 -4.320 3.686
H -2.442 -2.043 4.669
H -1.640 -0.160 3.284
O -0.907 1.469 -3.453
C -1.635 1.296 -2.538
O -1.152 1.406 -1.219
C -3.082 1.027 -2.559
C -3.784 1.402 -3.702
C -5.158 1.246 -3.757
C -5.831 0.714 -2.667
C -5.140 0.324 -1.529
C -3.758 0.471 -1.467
S -3.035 -0.220 -0.005
H -3.235 1.823 -4.533
H -5.702 1.539 -4.644
H -6.905 0.592 -2.703
H -5.674 -0.114 -0.695
Br 1.327 3.031 -0.115
C 1.866 1.678 -1.314
C 2.897 1.980 -2.180
C 3.319 1.004 -3.067
C 2.702 -0.231 -3.046
C 1.678 -0.451 -2.147
N 1.255 0.486 -1.284
H 3.351 2.959 -2.153
H 4.120 1.213 -3.763
H 2.999 -1.022 -3.719
H 1.170 -1.401 -2.113
```

natural (NBO) atomic charge list, values in e, 2 entries: W 2.09; O -0.64


Record 2
C31H21BrCl2N8O3SV | wB97M-V/def2-TZVPD

Results
total energy: -6694.50781 Eh
Kohn-Sham gap (alpha / beta): 0.148 / 0.211 Ha
spin multiplicity: 4
HOMO (alpha / beta): -0.18 / -1.91 eV
energy above the lowest of the compared OMol25 structures with the same formula, charge and spin: 0.000 eV
total charge: -2

The geometry in XYZ format:
```
68
C31H21BrCl2N8O3SV, DFT wB97M-V/def2-TZVPD
V -0.962 -0.652 0.449
Cl -6.738 0.647 -2.810
C -5.057 0.679 -2.343
C -4.547 -0.370 -1.595
C -3.213 -0.358 -1.190
N -2.619 -1.272 -0.349
C -3.111 -2.461 0.012
O -4.093 -3.078 -0.436
C -2.311 -3.006 1.154
C -2.601 -4.244 1.705
C -1.943 -4.658 2.848
C -1.033 -3.771 3.427
C -0.782 -2.562 2.817
N -1.371 -2.173 1.674
C -2.360 0.708 -1.592
C -2.899 1.743 -2.349
C -4.240 1.738 -2.705
Cl -4.873 3.093 -3.606
N -1.014 0.630 -1.200
C -0.111 0.918 -2.151
O -0.341 1.240 -3.331
C 1.352 0.791 -1.806
C 2.192 0.165 -2.733
C 3.548 0.119 -2.492
C 4.041 0.718 -1.339
C 3.135 1.330 -0.493
N 1.823 1.375 -0.712
H -5.172 -1.202 -1.308
H -3.351 -4.850 1.213
H -2.133 -5.626 3.296
H -0.526 -4.024 4.351
H -0.081 -1.863 3.256
H -2.274 2.565 -2.660
H 1.753 -0.279 -3.615
H 4.213 -0.383 -3.185
H 5.097 0.706 -1.101
H 3.480 1.802 0.423
N -0.941 2.077 3.884
C -0.797 1.187 2.831
S -2.203 0.852 1.890
N 0.388 0.676 2.673
N 0.530 -0.157 1.571
C 1.717 -0.695 1.496
C 2.182 -1.625 0.504
C 3.537 -1.989 0.520
C 4.081 -2.876 -0.386
C 3.249 -3.447 -1.354
C 1.915 -3.110 -1.412
C 1.333 -2.182 -0.511
O 0.084 -1.883 -0.623
H -1.896 2.246 4.143
H -0.282 1.971 4.639
H 2.437 -0.398 2.260
H 4.175 -1.539 1.276
H 5.137 -3.120 -0.350
H 3.655 -4.160 -2.064
H 1.257 -3.541 -2.157
Br 3.629 5.035 1.350
C 1.916 4.526 0.678
C 1.491 5.028 -0.538
C 0.229 4.651 -0.973
C -0.538 3.828 -0.160
N -0.112 3.363 1.005
C 1.105 3.683 1.416
H 2.114 5.692 -1.121
H -0.149 5.000 -1.925
H -1.541 3.526 -0.443
H 1.419 3.248 2.360
```

natural (NBO) atomic charge list, values in e, 2 entries: V 1.04; Cl -0.05


Record 3
C31H21Cl2I2N6O3W | wB97M-V/def2-TZVPD

Results
total energy: -3330.94216 Eh
Kohn-Sham gap (alpha / beta): 0.209 / 0.224 Ha
spin multiplicity: 3
HOMO (alpha / beta): -9.71 / -10.15 eV
energy above the lowest of the compared OMol25 structures with the same formula, charge and spin: 0.628 eV
total charge: +1

The geometry in XYZ format:
```
66
C31H21Cl2I2N6O3W, DFT wB97M-V/def2-TZVPD
W 0.046 -0.724 -0.299
Cl 1.886 -1.682 6.158
C 1.871 -1.777 4.447
C 1.312 -0.735 3.719
C 1.231 -0.814 2.336
N 0.602 0.178 1.505
C 0.799 1.466 2.018
O 1.703 1.755 2.785
C -0.215 2.492 1.704
C -0.613 3.354 2.718
C -1.601 4.296 2.503
C -2.131 4.432 1.201
C -1.681 3.626 0.204
N -0.762 2.647 0.452
C 1.728 -1.968 1.689
C 2.328 -2.986 2.418
C 2.398 -2.895 3.800
Cl 3.100 -4.173 4.696
N 1.460 -1.999 0.303
C 2.133 -2.862 -0.536
O 3.109 -3.541 -0.285
C 1.472 -2.834 -1.868
C 2.000 -3.516 -2.956
C 1.315 -3.513 -4.154
C 0.084 -2.849 -4.206
C -0.386 -2.190 -3.094
N 0.293 -2.127 -1.921
H 0.934 0.125 4.250
H -0.136 3.248 3.679
H -1.956 4.925 3.302
H -2.877 5.181 1.000
H -2.010 3.725 -0.819
H 2.723 -3.855 1.915
H 2.943 -4.023 -2.826
H 1.699 -4.028 -5.017
H -0.500 -2.853 -5.113
H -1.359 -1.707 -3.107
I -5.187 2.627 3.270
C -4.047 1.180 2.245
C -3.533 0.094 2.941
C -2.739 -0.803 2.254
I -1.793 -2.483 3.099
C -2.446 -0.622 0.902
O -1.615 -1.467 0.278
C -2.970 0.483 0.211
C -2.577 0.654 -1.238
N -1.128 0.471 -1.405
C -0.629 1.058 -2.639
C 0.872 0.873 -2.679
C 1.648 1.178 -3.775
C 3.027 0.980 -3.718
C 3.578 0.518 -2.524
C 2.758 0.223 -1.460
N 1.393 0.349 -1.518
C -3.788 1.370 0.897
H -3.745 -0.042 3.989
H -2.877 1.660 -1.570
H -3.132 -0.073 -1.855
H -0.456 2.006 -0.283
H -0.878 2.131 -2.709
H -1.093 0.588 -3.522
H 1.185 1.557 -4.673
H 3.649 1.194 -4.571
H 4.644 0.388 -2.426
H 3.163 -0.109 -0.506
H -4.223 2.216 0.386
```

natural (NBO) atomic charge list, values in e, 2 entries: W 1.85; Cl 0.05


Record 4
C31H21ClN5O9SeV | wB97M-V/def2-TZVPD

Results
total energy: -5950.81743 Eh
Kohn-Sham gap (alpha / beta): 0.203 / 0.292 Ha
spin multiplicity: 4
HOMO (alpha / beta): -3.31 / -5.85 eV
energy above the lowest of the compared OMol25 structures with the same formula, charge and spin: 0.000 eV
total charge: -1

The geometry in XYZ format:
```
69
C31H21ClN5O9SeV, DFT wB97M-V/def2-TZVPD
V 0.135 0.112 -0.131
O -3.507 1.953 3.984
C -2.683 2.943 3.702
O -2.749 4.014 4.255
C -1.650 2.686 2.655
C -0.688 3.598 2.248
Cl -0.340 5.161 2.806
N 0.056 3.036 1.273
N -0.372 1.789 1.030
C -1.383 1.556 1.852
C -1.982 0.172 1.792
O -2.924 -0.103 2.543
O -1.439 -0.603 0.951
C 1.239 3.552 0.653
C 2.436 2.888 0.876
C 3.579 3.356 0.250
C 3.516 4.472 -0.574
C 2.309 5.124 -0.780
C 1.155 4.660 -0.167
H -3.321 1.123 3.435
H 2.448 1.991 1.482
H 4.515 2.829 0.383
H 4.408 4.816 -1.082
H 2.256 5.974 -1.446
H 0.199 5.134 -0.344
C 0.972 -3.878 -1.283
C 1.054 -2.645 -0.425
O 0.411 -1.664 -0.822
C 1.855 -2.626 0.780
C 2.576 -3.775 1.157
C 3.365 -3.804 2.278
C 3.449 -2.651 3.071
C 2.759 -1.515 2.740
C 1.937 -1.458 1.587
O 1.302 -0.354 1.347
H 0.298 -3.672 -2.110
H 0.612 -4.733 -0.712
H 1.961 -4.120 -1.676
H 2.510 -4.660 0.538
H 3.912 -4.698 2.546
H 4.069 -2.656 3.960
H 2.816 -0.623 3.349
Se 0.350 -0.239 -5.146
N -1.265 0.538 -5.332
C -1.715 0.773 -4.109
C -2.947 1.372 -3.800
C -3.268 1.540 -2.456
C -2.393 1.141 -1.469
N -1.183 0.570 -1.694
C -0.837 0.357 -3.005
N 0.297 -0.206 -3.346
H -3.609 1.679 -4.598
H -4.210 1.983 -2.160
H -2.671 1.275 -0.433
O 1.347 2.628 -3.228
C 2.628 2.289 -3.447
C 3.300 2.950 -4.478
C 4.618 2.648 -4.759
C 5.294 1.677 -4.027
C 4.624 1.016 -3.014
C 3.300 1.310 -2.700
C 2.654 0.553 -1.576
O 3.189 -0.424 -1.081
O 1.516 1.059 -1.170
H 1.054 2.089 -2.459
H 2.756 3.691 -5.048
H 5.123 3.170 -5.564
H 6.325 1.436 -4.252
H 5.108 0.246 -2.427
```

natural (NBO) atomic charge list, values in e, 2 entries: V 1.53; O -0.68


Record 5
C31H21N5O4S2Ti | wB97M-V/def2-TZVPD

Results
total energy: -3414.34013 Eh
Kohn-Sham gap (alpha / beta): 0.241 / 0.240 Ha
spin multiplicity: 2
HOMO (alpha / beta): -10.58 / -10.59 eV
total charge: +1

The geometry in XYZ format:
```
64
C31H21N5O4S2Ti, DFT wB97M-V/def2-TZVPD
Ti 0.044 0.081 -0.013
O 3.372 6.346 0.458
N 4.018 5.522 -0.157
O 5.102 5.707 -0.653
C 3.426 4.155 -0.324
C 4.320 3.178 -0.540
C 3.879 1.821 -0.705
C 4.759 0.779 -1.059
C 4.261 -0.471 -1.315
C 2.882 -0.687 -1.202
N 2.042 0.272 -0.843
C 2.528 1.517 -0.597
C 1.585 2.584 -0.263
N 0.290 2.212 -0.084
C -0.642 3.133 0.055
C -0.333 4.502 0.041
C 0.972 4.894 -0.066
C 1.997 3.917 -0.210
H 5.370 3.426 -0.617
H 5.820 0.982 -1.141
H 4.902 -1.291 -1.605
H 2.441 -1.659 -1.403
H -1.659 2.777 0.175
H -1.130 5.224 0.134
H 1.229 5.937 -0.047
C -3.227 1.548 -4.036
C -4.052 1.591 -2.919
C -3.631 1.086 -1.698
C -2.368 0.512 -1.590
C -1.553 0.440 -2.717
C -1.970 0.969 -3.929
N -1.814 0.093 -0.363
C -2.608 -0.301 0.760
C -3.501 -1.370 0.645
C -4.203 -1.798 1.752
C -4.010 -1.184 2.992
C -3.127 -0.128 3.106
C -2.438 0.327 1.983
H -3.567 1.943 -4.983
H -5.040 2.024 -3.000
H -4.284 1.126 -0.835
H -0.598 -0.092 -2.682
H -1.327 0.894 -4.796
H -3.619 -1.864 -0.311
H -4.895 -2.623 1.660
H -4.558 -1.532 3.857
H -2.982 0.361 4.059
H -1.780 1.187 2.072
O -1.398 -3.632 -1.004
S -0.030 -3.470 -0.638
O 0.996 -3.583 -1.635
N 0.190 -2.014 0.137
C 0.625 -2.143 1.379
S 0.979 -0.728 2.246
C 0.745 -3.554 1.818
C 1.133 -4.048 3.051
C 1.146 -5.427 3.217
C 0.776 -6.275 2.175
C 0.387 -5.777 0.936
C 0.385 -4.405 0.791
H 1.410 -3.376 3.852
H 1.443 -5.850 4.166
H 0.789 -7.345 2.335
H 0.097 -6.437 0.130
```

natural (NBO) atomic charge list, values in e, 2 entries: Ti 1.52; O -0.36


Record 6
C31H22AuF6I2NO3Si | wB97M-V/def2-TZVPD

Results
total energy: -3094.78466 Eh
Kohn-Sham gap: 0.226 Ha
spin multiplicity: 1
HOMO: -8.28 eV
energy above the lowest of the compared OMol25 structures with the same formula, charge and spin: 0.783 eV
total charge: 0

The geometry in XYZ format:
```
67
C31H22AuF6I2NO3Si, DFT wB97M-V/def2-TZVPD
Au 0.894 -0.374 -0.158
I -3.624 4.629 -1.008
C -1.358 3.937 -1.002
C -0.528 4.996 -0.520
C 0.764 4.937 -0.157
I 1.664 6.771 0.361
C 1.657 3.766 -0.202
C 2.945 3.866 -0.736
C 3.702 2.739 -0.971
C 3.149 1.501 -0.717
N 1.950 1.376 -0.146
C 1.256 2.483 0.176
C -1.429 2.669 -1.331
O -1.624 1.585 -1.664
H -0.997 5.968 -0.475
H 3.324 4.843 -1.001
H 4.697 2.811 -1.385
H 3.666 0.582 -0.953
C -0.110 3.930 2.677
C -0.021 2.470 2.265
O 0.105 2.231 0.860
C -1.366 1.771 2.586
F -1.650 1.862 3.891
F -2.355 2.375 1.912
F -1.369 0.486 2.257
C 1.131 1.797 3.055
F 1.009 2.032 4.365
F 1.203 0.483 2.883
F 2.312 2.323 2.668
H -0.906 4.414 2.119
H 0.832 4.440 2.486
H -0.331 3.998 3.740
O -0.067 -2.078 -0.242
Si -0.767 -3.281 0.539
C -0.369 -3.386 2.373
C 0.945 -3.668 2.763
C 1.306 -3.710 4.102
C 0.352 -3.465 5.083
C -0.957 -3.187 4.717
C -1.311 -3.147 3.374
C -0.272 -4.915 -0.278
C -0.208 -6.104 0.452
C 0.259 -7.274 -0.135
C 0.659 -7.271 -1.463
C 0.577 -6.102 -2.209
C 0.108 -4.935 -1.621
C -2.646 -3.226 0.329
C -3.449 -4.281 0.764
C -4.833 -4.194 0.681
C -5.424 -3.054 0.150
C -4.635 -2.006 -0.300
C -3.249 -2.092 -0.217
H 1.693 -3.858 2.000
H 2.328 -3.933 4.383
H 0.630 -3.493 6.129
H -1.703 -2.999 5.480
H -2.336 -2.925 3.098
H -0.509 -6.115 1.495
H 0.317 -8.186 0.448
H 1.028 -8.181 -1.920
H 0.883 -6.102 -3.249
H 0.046 -4.021 -2.202
H -2.993 -5.177 1.172
H -5.447 -5.017 1.027
H -6.503 -2.988 0.082
H -5.097 -1.119 -0.718
H -2.629 -1.276 -0.570
```

natural (NBO) atomic charge list, values in e, 2 entries: Au 0.64; I 0.14


Record 7
C31H22BeFN5OSe | wB97M-V/def2-TZVPD

Results
total energy: -4059.63180 Eh
Kohn-Sham gap: 0.112 Ha
spin multiplicity: 1
HOMO: -5.38 eV
energy above the lowest of the compared OMol25 structures with the same formula, charge and spin: 1.487 eV
total charge: 0

The geometry in XYZ format:
```
62
C31H22BeFN5OSe, DFT wB97M-V/def2-TZVPD
Be 17.017 14.256 4.210
C 24.935 25.003 4.364
O 25.300 23.587 4.352
C 24.276 22.672 4.341
C 24.709 21.310 4.320
C 23.776 20.299 4.302
C 22.393 20.602 4.309
C 21.969 21.941 4.344
C 22.886 22.985 4.346
C 21.420 19.527 4.300
N 20.077 19.680 4.286
C 19.591 18.412 4.284
C 20.631 17.453 4.281
N 21.785 18.193 4.293
C 20.465 16.045 4.238
C 21.463 15.062 4.262
C 21.044 13.736 4.190
C 19.689 13.385 4.123
N 18.719 14.324 4.155
C 19.108 15.650 4.208
C 18.039 16.566 4.212
N 16.779 15.942 4.179
C 15.689 16.761 4.177
C 15.814 18.156 4.218
C 17.067 18.781 4.249
C 18.218 17.981 4.239
H 25.888 25.536 4.342
H 24.393 25.265 5.284
H 24.352 25.276 3.472
H 25.779 21.129 4.297
H 24.125 19.270 4.296
H 20.907 22.133 4.378
H 22.566 24.013 4.363
H 22.738 17.860 4.375
H 22.509 15.336 4.302
H 21.792 12.965 4.196
H 19.384 12.348 4.079
H 14.703 16.291 4.181
H 14.912 18.764 4.223
H 17.163 19.850 4.281
Se 13.324 13.972 4.688
C 11.493 14.277 4.425
C 10.651 13.229 3.963
C 9.308 13.514 3.791
N 8.769 14.713 4.007
C 9.548 15.701 4.466
C 10.917 15.542 4.699
H 11.046 12.245 3.769
H 8.589 12.748 3.513
H 9.053 16.656 4.649
H 11.509 16.376 5.051
F 16.358 8.479 4.237
C 16.357 9.858 4.258
C 16.462 10.535 5.481
C 16.509 11.927 5.482
C 16.489 12.638 4.295
C 16.309 11.965 3.101
C 16.250 10.574 3.065
H 16.554 9.983 6.409
H 16.611 12.475 6.411
H 16.217 12.536 2.201
H 16.110 10.054 2.129
```

natural (NBO) atomic charge list, values in e, 2 entries: Be 1.61; C -0.26